Density functional theory data (the ωB97M-V functional and the def2-TZVPD basis) for a cluster of 3 separate species, C35H61BF5N6O9S2 in total at a distorted geometry.

Geometry as XYZ:
```
119
Properties=species:S:1:pos:R:3:forces:R:3:mulliken_charge:R:1
C 0.2172 -4.5967 2.5060 0.1 0.4 -0.1 -0.93
C 1.4582 -3.7533 2.2080 0.1 -0.6 0.0 -0.45
C 1.8901 -3.8523 0.7528 -0.3 0.2 -0.1 -0.98
C 1.0296 -3.0204 -0.1952 0.8 -0.1 -0.1 -0.24
N 1.7043 -1.7257 -0.4789 -0.3 0.1 -0.2 0.30
C 0.9039 -0.6519 -0.8631 0.1 -0.3 0.0 -0.97
C 0.5533 0.2758 0.0833 -0.2 0.2 0.3 -0.33
C -0.1991 1.3778 -0.2515 0.3 -0.3 0.0 1.58
C -0.4843 2.3479 0.8457 -0.4 0.1 0.5 -1.33
O -1.2874 2.1669 1.6987 -0.1 0.2 -0.2 -0.39
O 0.3800 3.4134 0.7779 0.0 0.2 -0.8 -0.03
O -0.3509 4.6443 0.8907 -0.1 -0.1 0.5 -0.35
C -0.6230 1.5818 -1.5659 0.2 0.0 0.2 1.14
C -1.4458 2.7967 -1.9079 -0.1 -0.1 -0.6 -1.45
C -2.9086 2.5426 -2.3276 -0.1 0.0 0.5 -1.29
C -3.6217 1.3807 -1.6396 -0.2 0.1 -0.3 -0.74
C -4.3714 1.7759 -0.3824 -0.1 -0.4 -0.1 0.98
F -5.6199 2.1896 -0.7157 0.0 0.3 0.1 -0.33
F -3.7641 2.7825 0.2799 0.1 0.0 0.1 -0.27
C -4.5608 0.5760 0.5643 -0.3 0.0 -0.1 0.54
F -3.3784 0.0922 0.9610 0.0 0.1 0.1 -0.19
F -5.3015 0.8879 1.6147 0.2 0.0 0.1 -0.27
F -5.1864 -0.3970 -0.1153 0.0 -0.1 -0.1 -0.32
C -0.2289 0.6420 -2.5094 -0.2 -0.1 0.3 0.25
C -0.5220 0.8280 -3.9581 0.5 0.0 -0.4 -0.77
C 0.6978 1.3335 -4.7807 -0.3 0.4 0.2 -1.44
C 1.6513 2.2391 -3.9979 0.1 0.0 -0.6 -0.35
S 2.9290 1.2460 -3.2231 -0.2 -0.3 0.2 -0.13
C 3.7007 2.3655 -2.1516 0.0 0.1 0.1 0.13
S 3.5065 3.9627 -2.1235 0.3 0.0 -0.8 -0.15
N 4.5773 1.6578 -1.3042 -0.1 0.2 -0.3 0.64
C 4.2343 0.8212 -0.2647 0.2 -1.8 -1.1 -0.27
C 5.4113 0.3613 0.2251 -0.3 -2.2 -2.1 -1.07
N 6.4715 0.8799 -0.4742 0.0 -0.5 -0.9 -0.60
C 5.9476 1.6561 -1.3739 0.7 -0.1 0.2 -0.51
N 0.4825 -0.4591 -2.1368 0.1 0.1 -0.1 1.11
C 0.7804 -1.4706 -3.1563 -0.2 -0.6 0.0 -1.55
B -0.4803 -2.4237 -3.4194 -0.2 0.1 0.3 0.54
O -1.4177 -2.5999 -2.4154 0.0 0.3 -0.3 -0.55
O -0.5655 -3.0517 -4.6066 0.0 0.4 -0.2 -0.50
H 0.2425 -5.5234 1.9414 0.0 -0.2 0.0 0.34
H -0.6913 -4.0574 2.2511 -0.2 0.0 -0.1 0.01
H 0.1674 -4.8415 3.5601 -0.1 0.0 0.2 0.43
H 2.2668 -4.1572 2.8106 0.2 0.2 0.2 0.34
H 1.2859 -2.7191 2.4952 0.1 0.2 0.1 0.28
H 2.9287 -3.5619 0.6133 0.2 0.1 0.1 0.40
H 1.8240 -4.8912 0.4395 0.0 -0.2 0.0 0.48
H 0.9269 -3.5812 -1.1234 -0.4 0.0 -0.2 0.01
H 0.0455 -2.8259 0.2157 -0.2 0.1 0.0 0.51
H 2.4765 -1.8542 -1.1214 0.2 0.0 0.1 0.57
H 0.9129 0.1228 1.0869 0.0 0.0 0.2 0.91
H -0.1261 5.0551 0.0431 0.2 0.0 0.0 0.32
H -1.4460 3.4886 -1.0776 0.0 0.0 0.3 0.43
H -0.9672 3.3223 -2.7330 0.1 0.2 0.0 0.39
H -3.4575 3.4504 -2.0957 -0.1 0.2 -0.1 0.59
H -3.0114 2.4105 -3.3979 0.2 -0.1 -0.2 0.53
H -2.9727 0.5321 -1.4400 0.2 0.0 0.1 0.03
H -4.3941 1.0255 -2.3138 -0.1 -0.2 -0.1 0.53
H -1.2891 1.5746 -4.0634 -0.3 0.1 0.1 0.18
H -0.8959 -0.0853 -4.4165 -0.1 -0.1 0.0 0.35
H 0.2800 1.9348 -5.5813 0.0 0.0 -0.2 0.58
H 1.2242 0.5187 -5.2670 0.2 -0.1 0.0 0.36
H 1.1330 2.8524 -3.2660 0.0 0.0 0.2 0.07
H 2.1388 2.9314 -4.6760 0.1 0.1 -0.1 0.76
H 3.2356 0.6209 0.0717 -0.1 0.1 -0.3 0.71
H 5.5427 -0.3111 1.0507 -0.1 -0.4 -0.2 0.69
H 6.5080 2.2314 -2.0859 -0.1 0.2 -0.2 0.47
H 1.1289 -1.0056 -4.0641 0.1 0.1 -0.1 0.04
H 1.5899 -2.0968 -2.8028 0.2 0.0 0.0 0.74
H -2.1549 -1.9835 -2.4145 -0.2 -0.1 0.2 0.28
H -1.4518 -3.4016 -4.7574 0.1 -0.4 0.0 0.32
C 8.0197 5.2122 0.0547 0.1 0.0 0.1 -0.66
O 7.4931 5.3373 1.3608 -0.1 -0.1 -0.2 -0.36
C 6.5697 6.4059 1.5236 0.1 0.1 0.2 -0.80
C 5.1946 5.8678 1.8455 0.0 -0.1 -0.1 -0.31
N 4.6291 5.1786 0.6922 -0.1 -0.1 0.1 0.01
C 3.4056 4.4383 0.9642 0.0 0.1 0.1 0.38
C 3.4918 3.2358 1.8965 -0.2 0.2 0.3 -0.74
O 4.2503 2.1611 1.3701 -0.1 1.8 1.7 -0.17
C 5.6463 2.2009 1.6239 0.4 1.2 1.4 -0.81
H 8.7676 4.4222 0.0826 0.0 0.0 0.0 0.26
H 7.2483 4.9403 -0.6758 0.0 0.1 0.0 0.21
H 8.5013 6.1392 -0.2700 0.0 0.0 0.0 0.37
H 6.5398 7.0346 0.6295 0.0 0.0 0.0 0.39
H 6.9140 7.0214 2.3590 0.0 0.0 0.0 0.42
H 4.5379 6.6970 2.1234 0.0 0.0 0.0 0.37
H 5.2958 5.2099 2.7199 0.0 0.1 0.1 0.25
H 5.3224 4.5366 0.3288 0.0 0.0 -0.1 -0.02
H 3.0314 4.0785 -0.0001 -0.1 0.1 0.6 -1.09
H 2.6556 5.1339 1.3558 0.0 0.0 0.1 0.62
H 2.4790 2.8460 2.0209 0.0 0.0 0.0 0.18
H 3.8446 3.5050 2.8984 0.1 0.0 -0.1 0.40
H 5.8654 2.6916 2.5747 -0.2 0.1 0.1 0.45
H 6.1944 2.7071 0.8249 -0.1 0.1 0.4 0.17
H 6.0027 1.1723 1.6708 0.2 1.2 1.0 0.41
C -3.6493 -3.4510 1.4262 0.0 -0.1 0.1 -0.28
O -4.3837 -3.5215 2.6260 0.0 0.0 -0.2 -0.41
C -5.5508 -2.6991 2.6465 0.0 0.1 0.3 -0.48
C -6.8047 -3.5391 2.6972 0.1 -0.2 -0.1 -0.31
N -7.0034 -4.2460 1.4388 0.0 0.0 0.1 -0.26
C -8.0731 -5.2396 1.4590 0.0 0.1 -0.2 -0.70
C -7.8947 -6.4572 2.3560 -0.2 -0.1 0.1 -0.49
O -6.8451 -7.3163 1.9545 0.1 0.1 0.0 -0.42
C -5.5670 -7.0136 2.4754 0.0 -0.1 0.0 -0.49
H -2.7376 -4.0303 1.5680 -0.1 0.0 0.0 0.11
H -4.2014 -3.8750 0.5788 0.0 0.1 0.0 0.33
H -3.3737 -2.4187 1.1873 0.0 0.0 0.0 0.06
H -5.5701 -2.0305 1.7835 0.0 -0.1 -0.1 0.00
H -5.5001 -2.0849 3.5499 0.0 0.0 0.0 0.47
H -7.6626 -2.8862 2.8792 0.0 0.0 0.0 0.40
H -6.7117 -4.2235 3.5519 0.0 0.1 0.1 0.21
H -6.1390 -4.7088 1.1885 0.0 0.0 0.0 0.05
H -8.1987 -5.6015 0.4359 0.0 0.0 0.0 0.37
H -9.0060 -4.7379 1.7334 0.0 0.0 0.0 0.40
H -8.8104 -7.0492 2.2853 0.0 0.0 0.0 0.36
H -7.7791 -6.1842 3.4119 0.1 0.1 0.0 0.33
H -5.6323 -6.5604 3.4683 0.0 0.0 0.0 0.28
H -5.0000 -6.3467 1.8173 0.0 0.1 0.1 0.13
H -5.0152 -7.9500 2.5561 0.0 0.0 0.0 0.29
```
Positions in Å, forces in eV/Å.

Computed properties:
largest force on an atom: 3.02 eV Å⁻¹
E_tot: -100576.16401 eV
net charge: +1
orbital gap: 0.224 hartree
lowest unoccupied orbital energy: -4.0 eV